Entry from the Open Molecules 2025 dataset: a molecular structure, C16H24N2O6PPtS5 (wB97M-V/def2-TZVPD).

```
! wB97M-V def2-TZVPD RIJCOSX def2/J DEFGRID3
* xyz -2 4
C 4.532 2.239 -2.252
P 1.923 0.736 0.180
H 2.617 0.043 5.928
C -3.333 -0.640 -2.163
H -5.433 -0.629 -2.536
H 1.586 2.884 2.326
H -0.406 0.229 6.255
H -3.049 -1.747 -6.831
O 2.600 1.397 -1.148
C 1.650 0.490 5.686
C 2.437 2.864 1.642
H 3.934 2.963 3.186
H -1.854 -0.457 -6.740
C -3.032 -0.682 -4.950
S -3.490 -0.569 -0.374
C -2.731 -2.973 0.121
H -3.563 -0.067 -6.953
H 4.054 0.155 -1.903
N 0.468 -1.515 5.387
C -1.497 -3.875 0.249
H -0.335 -2.111 5.546
S 0.019 1.250 0.163
O -3.153 0.797 -0.043
C 3.977 1.121 -1.398
S 2.337 -1.171 0.366
S 1.341 0.441 3.899
C -2.867 -0.739 -6.446
H -0.926 -0.709 -4.539
H 3.980 2.318 -3.190
C -4.449 -0.636 -2.989
H 4.526 1.041 -0.456
H 0.741 -0.661 7.296
H 4.451 3.195 -1.732
O 2.742 1.502 1.351
O -4.856 -1.005 -0.139
C 0.527 -0.353 6.268
H 5.585 2.057 -2.483
H 1.627 1.520 6.043
Pt -0.311 -1.159 0.744
C -4.295 -0.654 -4.368
H -1.194 -0.678 -2.086
N -2.423 -1.545 0.194
H -3.442 -3.273 0.893
H -5.175 -0.653 -5.006
S -0.907 -1.484 3.048
O -1.700 -5.093 0.228
H 3.478 4.538 2.507
C -2.066 -0.669 -2.730
C 0.491 -1.112 4.014
O -0.349 -3.314 0.300
H -3.186 -3.241 -0.842
C -1.922 -0.686 -4.110
H 4.515 3.434 1.584
C 3.665 3.487 2.268
H 2.144 3.397 0.733
*
```

Calculated values
E_LUMO (alpha / beta)   4.31 / 4.29 eV
F_max   0.010 Eh/bohr